1.
111
Properties=species:S:1:pos:R:3 method="wB97M-V/def2-TZVPD" homo_energy_ev=-3.39 charge=-1 homo_lumo_gap_ev=5.686 relative_energy_ev=0.216
K 0.22 0.19 -0.41
C -0.66 -0.40 4.49
C -0.74 -0.49 2.99
N -0.19 0.35 2.19
N 0.39 1.45 2.75
C 1.36 1.99 2.01
O 1.92 1.54 0.99
C 1.87 3.30 2.57
C 2.92 3.93 1.91
C 3.44 5.13 2.39
C 2.92 5.70 3.54
C 1.87 5.07 4.20
C 1.35 3.88 3.72
C -1.56 -1.56 2.38
C -2.24 -2.49 3.18
C -3.09 -3.40 2.59
C -3.24 -3.39 1.21
C -2.51 -2.46 0.49
N -1.70 -1.57 1.05
H 0.03 0.40 4.76
H -0.29 -1.34 4.91
H -1.64 -0.20 4.93
H 3.31 3.46 1.02
H 4.26 5.61 1.86
H 3.32 6.63 3.92
H 1.46 5.52 5.10
H 0.54 3.38 4.23
H -2.11 -2.47 4.25
H -3.63 -4.11 3.20
H -3.90 -4.08 0.70
H -2.60 -2.41 -0.59
N 3.52 -2.86 0.88
P 2.89 -1.23 0.99
C 4.36 -0.41 0.26
C 5.64 -0.53 0.79
C 6.73 0.07 0.17
C 6.53 0.82 -0.98
C 5.26 0.96 -1.52
C 4.18 0.35 -0.90
C 3.15 -0.88 2.76
C 3.60 0.36 3.22
C 3.66 0.63 4.58
C 3.28 -0.33 5.50
C 2.83 -1.57 5.06
C 2.76 -1.83 3.70
C 2.69 -3.96 0.80
C 3.14 -5.17 0.26
C 2.28 -6.24 0.24
C 0.99 -6.09 0.75
C 0.65 -4.86 1.28
N 1.47 -3.81 1.32
H 4.47 -3.00 0.59
H 5.79 -1.09 1.71
H 7.72 -0.03 0.59
H 7.38 1.30 -1.47
H 5.10 1.55 -2.41
H 3.18 0.46 -1.31
H 3.88 1.13 2.51
H 3.99 1.61 4.91
H 3.32 -0.11 6.56
H 2.53 -2.32 5.77
H 2.38 -2.79 3.36
H 4.14 -5.24 -0.15
H 2.60 -7.19 -0.18
H 0.28 -6.91 0.76
H -0.34 -4.70 1.70
C -0.05 0.22 -3.37
Si -1.68 0.92 -3.60
C -2.03 2.33 -2.35
N -2.00 1.95 -0.93
C -1.79 3.09 -0.02
C -3.10 3.70 0.46
C -3.86 2.68 1.32
C -3.46 1.25 0.92
C -3.19 1.17 -0.57
C -3.01 -0.44 -3.49
C -4.37 -0.18 -3.66
C -5.32 -1.18 -3.56
C -4.94 -2.49 -3.30
C -3.59 -2.78 -3.15
C -2.64 -1.77 -3.23
C -2.15 1.77 -5.26
C -2.10 3.15 -5.45
C -2.36 3.73 -6.69
C -2.68 2.94 -7.78
C -2.74 1.56 -7.61
C -2.47 0.99 -6.37
H 0.77 0.92 -3.51
H 0.16 -0.71 -3.91
H -2.96 2.88 -2.60
H -1.20 3.02 -2.52
H -1.17 3.82 -0.54
H -1.21 2.76 0.85
H -3.70 3.98 -0.42
H -2.91 4.62 1.02
H -4.93 2.81 1.20
H -3.63 2.84 2.38
H -4.24 0.54 1.19
H -2.56 0.94 1.45
H -4.08 1.54 -1.12
H -3.05 0.13 -0.89
H -4.69 0.83 -3.88
H -6.37 -0.94 -3.69
H -5.68 -3.28 -3.23
H -3.27 -3.80 -2.95
H -1.59 -1.99 -3.08
H -1.85 3.80 -4.62
H -2.31 4.81 -6.80
H -2.88 3.39 -8.74
H -2.99 0.92 -8.46
H -2.52 -0.09 -6.27

2.
74
Properties=species:S:1:pos:R:3 method="wB97M-V/def2-TZVPD" homo_energy_ev=-10.06 charge=+1 homo_lumo_gap_ev=6.718 relative_energy_ev=0.039
Bi -0.13 0.44 -0.07
C 4.27 0.63 1.58
C 4.69 -0.65 1.92
C 3.85 -1.72 1.70
C 2.58 -1.49 1.14
N 2.19 -0.26 0.80
C 3.02 0.77 1.02
N 1.80 -2.60 0.89
C 0.54 -2.60 0.71
N -0.42 -1.58 0.80
C -1.69 -2.16 0.65
N -2.85 -1.65 0.82
C -3.08 -0.37 1.30
C -4.33 -0.13 1.88
C -4.62 1.12 2.39
C -3.66 2.13 2.31
C -2.46 1.83 1.71
N -2.16 0.61 1.23
C -1.52 -3.59 0.32
C -2.45 -4.57 0.06
C -1.97 -5.85 -0.17
C -0.60 -6.13 -0.10
C 0.33 -5.14 0.20
C -0.17 -3.86 0.39
H 4.90 1.49 1.74
H 5.66 -0.81 2.36
H 4.13 -2.73 1.94
H 2.64 1.75 0.74
H -5.04 -0.94 1.90
H -5.58 1.31 2.84
H -3.85 3.12 2.69
H -1.68 2.58 1.61
H -3.51 -4.34 0.02
H -2.66 -6.65 -0.39
H -0.26 -7.15 -0.27
H 1.38 -5.34 0.27
C 5.66 1.64 -5.79
O 4.32 2.05 -5.59
C 3.34 1.24 -6.07
C 2.04 1.74 -5.99
C 0.97 0.97 -6.39
C 1.19 -0.31 -6.90
C 2.49 -0.77 -7.07
C 3.57 -0.02 -6.63
N 0.14 -1.18 -7.36
N -0.87 -1.41 -6.68
C -1.03 -0.88 -5.35
C -2.14 -0.13 -5.09
C -2.37 0.43 -3.82
C -1.48 0.22 -2.79
O -1.63 0.74 -1.57
C -0.35 -0.61 -3.04
N 0.50 -0.81 -2.00
C 1.56 -1.58 -2.16
C 1.82 -2.25 -3.36
C 0.97 -2.07 -4.42
C -0.13 -1.20 -4.31
H 6.29 2.44 -5.40
H 5.88 1.51 -6.86
H 5.88 0.71 -5.26
H 1.89 2.74 -5.61
H -0.03 1.36 -6.32
H 2.65 -1.73 -7.53
H 4.57 -0.41 -6.75
H -2.85 0.05 -5.89
H -3.24 1.04 -3.64
H 2.23 -1.69 -1.33
H 2.68 -2.90 -3.43
H 1.14 -2.60 -5.35
Cl 1.88 2.30 -2.40
C 3.65 2.18 -2.34
Cl 4.24 0.52 -2.48
H 3.99 2.57 -1.39
H 4.04 2.74 -3.18

3.
43
Properties=species:S:1:pos:R:3 method="wB97M-V/def2-TZVPD" homo_energy_ev=-8.68 charge=0 homo_lumo_gap_ev=9.284 relative_energy_ev=13.111
C 4.06 1.28 3.14
C 4.66 0.58 1.88
C 3.70 -0.41 1.07
C 2.72 0.46 0.38
C 1.93 -0.25 -0.57
C 1.02 -1.36 0.37
C 0.15 -2.25 -0.41
C -0.91 -1.47 -1.45
N -1.73 -0.84 -0.43
H -2.34 -1.52 0.18
C -2.70 -0.03 -0.83
C -1.83 1.37 -1.30
H -1.37 1.42 -2.12
H -1.31 1.59 -0.40
O -2.73 2.58 -1.65
H -3.33 2.67 -0.65
C -3.68 0.62 0.56
O -4.53 1.56 0.39
H -5.16 1.25 -0.61
H -4.16 -0.52 0.85
H -2.88 0.82 1.22
C -3.61 -0.46 -1.82
O -4.67 0.52 -2.29
H -4.19 1.35 -2.36
H -2.96 -0.58 -3.10
H -4.29 -1.22 -1.70
H -1.56 -2.03 -1.92
H -0.54 -0.87 -2.08
H 0.78 -2.80 -1.24
H -0.40 -3.06 0.04
H 0.35 -0.90 0.82
H 1.67 -1.99 0.82
H 1.28 0.12 -1.16
H 2.60 -0.94 -1.11
H 3.28 1.23 -0.17
H 2.07 0.74 1.03
H 4.44 -0.89 0.32
H 3.27 -1.16 2.11
H 5.63 -0.10 2.33
H 5.33 1.11 1.30
H 3.25 2.01 2.86
H 4.94 1.71 3.85
H 3.74 0.63 3.84

4.
16
Properties=species:S:1:pos:R:3 method="wB97M-V/def2-TZVPD" homo_energy_ev=-7.81 charge=0 smiles=Cc1c[nH]c(C)c1 homo_lumo_gap_ev=8.865 relative_energy_ev=0.070
C 0.05 1.72 -1.95
C -0.09 0.79 -0.79
C 0.55 -0.39 -0.50
C 0.10 -0.85 0.77
C 0.54 -2.10 1.48
C -0.82 0.07 1.21
N -0.93 1.06 0.26
H 0.59 2.64 -1.68
H 0.61 1.24 -2.75
H -0.92 2.03 -2.36
H 1.29 -0.87 -1.14
H 0.53 -1.97 2.57
H 1.56 -2.37 1.20
H -0.10 -2.96 1.24
H -1.40 0.10 2.12
H -1.54 1.86 0.32

Largest force on an atom for every record listed, in sequence, given in eV Å⁻¹: 0.66 0.24 10.43 0.20.